# 1
# C5H11NO

A 2-piece molecular cluster, C5H11NO overall (the ωB97M-V functional and the def2-TZVPD basis, OMol25).

For the energy relative to the best compared isomer or geometry (same formula, charge and spin), the calculation gives 220.15 kJ/mol. Its highest occupied orbital energy is -8.962 eV. The SMILES is C=CN1C[C@@H]1C.O.

Last column: Mulliken charge in e.
Positions of all 18 atoms, in Å:
C 1.478 0.689 -1.301  -1.5662
C 0.912 -0.450 -0.496  0.2646
C 1.437 -0.834 0.843  -0.5310
N 0.179 -0.119 0.715  -0.2614
C -1.029 -0.783 1.006  -0.1314
C -2.043 -0.910 0.151  -0.7986
O -1.255 2.304 -0.028  -0.6790
H 0.681 1.197 -1.853  0.2994
H 2.229 0.324 -2.010  0.4011
H 1.953 1.426 -0.644  0.3215
H 0.481 -1.270 -1.074  0.4750
H 2.252 -0.269 1.290  0.2557
H 1.391 -1.886 1.125  0.2922
H -1.102 -1.129 2.036  0.3235
H -2.057 1.838 0.240  0.2999
H -1.975 -0.537 -0.868  0.3365
H -2.972 -1.377 0.461  0.2650
H -0.559 1.787 0.408  0.4331

Atoms 1-6, force components in eV/Å:
C 0.0278 0.0265 0.0173
C -0.0102 -0.0170 -0.2098
C 0.2045 -0.1208 0.1299
N -0.1596 -0.0435 0.0471
C -0.1270 -0.0453 -0.0381
C 0.0877 -0.0291 0.0737

=====

# 2
# C4H13NOS

A 2-piece molecular cluster, C4H13NOS overall at a distorted geometry (the ωB97M-V functional and the def2-TZVPD basis, OMol25).

For the energy relative to the best compared isomer or geometry (same formula, charge and spin), the calculation gives 57.88 kJ/mol. Its highest occupied orbital energy is -8.701 eV. The SMILES is C[C@H](N)CCS.O.

Last column: Mulliken charge in e.
Positions of all 20 atoms, in Å:
C 0.972 0.809 -2.341  -1.4989
C 0.166 0.780 -1.022  0.3703
C 0.995 0.044 0.107  -0.6791
C 0.747 0.552 1.516  -0.8558
S -0.924 0.313 2.107  -0.2385
N -0.244 2.128 -0.601  -0.6232
H 1.584 1.710 -2.356  0.3723
H 1.626 -0.062 -2.452  0.3703
H 0.307 0.840 -3.191  0.3877
H -0.756 0.222 -1.189  0.2937
H 2.027 0.148 -0.214  0.3655
H 0.725 -1.003 -0.030  0.3375
H 1.089 1.569 1.662  0.4061
H 1.360 -0.056 2.163  0.4069
H -1.425 1.496 1.737  0.1263
H -0.485 2.704 -1.399  0.2577
H 0.558 2.624 -0.210  0.2017
H -0.352 -4.915 -1.808  0.3198
H -1.385 -3.832 -1.498  0.3197
O -0.755 -4.428 -1.075  -0.6401

Atoms 1-6, force components in eV/Å:
C -0.0775 -0.2071 0.5796
C 0.4358 -0.0239 0.1627
C -1.1359 0.8853 -1.6426
C 0.5800 -0.6378 -0.3714
S -0.5043 -0.0072 0.3567
N 0.4760 0.3213 0.2807

=====

Number 1: E_tot -327.0475 Eh. Number 2: E_tot -688.3667 Eh.